Record 1
A molecular structure, C48H70As2CsN3P3Si. Source: the OMol25 dataset; level of theory: ωB97M-V/def2-TZVPD.

Summary:
charge	-1
HOMO	-2.92	eV
lowest unoccupied orbital energy	0.0689	Ha
energy relative to the best compared isomer or geometry (same formula, charge and spin)	219.37	kJ/mol

Last column: Mulliken charge in e.
Geometry (Å):
1 Cs 0.941 0.375 0.700  2.408
2 As 2.942 2.052 -1.139  2.405
3 As 1.617 3.354 1.727  2.241
4 P -1.603 -1.047 2.342  1.546
5 P 1.006 -2.956 -0.653  1.779
6 P -1.380 1.639 -1.351  0.812
7 Si -1.366 -1.327 -0.585  -2.221
8 N 4.284 0.016 3.606  -0.740
9 N 3.279 0.871 1.580  -0.275
10 N 5.538 0.717 5.570  -0.702
11 C 4.869 1.941 -0.827  -1.472
12 C 0.412 -0.401 4.174  -1.374
13 C 0.032 -3.072 -4.691  -1.187
14 C 2.694 6.756 -0.530  -0.729
15 C 3.351 4.851 -1.813  -0.856
16 C 2.808 3.985 -0.871  -0.274
17 C 2.229 -5.492 -1.751  -1.808
18 C -2.017 2.592 1.099  -1.149
19 C -5.339 0.741 -2.064  -1.197
20 C 0.425 4.588 2.740  -1.606
21 C -1.209 -2.460 -4.649  -0.527
22 C -3.034 -0.509 -1.079  0.706
23 C 0.356 -5.538 -0.119  -1.228
24 C -2.699 -3.684 2.527  -0.198
25 C -2.987 0.806 -1.542  0.375
26 C -4.198 -0.519 2.896  -1.390
27 C -4.128 1.411 -2.065  -0.920
28 C -2.180 -2.665 1.736  -0.529
29 C -1.706 -1.997 -3.443  -0.860
30 C -3.095 -1.297 5.010  -1.614
31 C -0.978 2.344 -3.052  0.660
32 C -0.044 -2.867 4.034  -1.555
33 C 3.551 -2.336 0.331  -1.744
34 C 2.167 5.905 0.424  -0.882
35 C 3.790 0.538 2.579  0.222
36 C 2.614 -1.993 -0.825  4.624
37 C -3.039 4.032 -0.645  -1.781
38 C 3.302 6.225 -1.653  -0.893
39 C 3.370 -1.995 -2.148  -1.637
40 C -2.882 -0.591 3.673  0.318
41 C 3.086 1.985 -3.121  -1.555
42 C -0.044 -1.546 3.271  2.844
43 C 4.942 0.445 4.615  0.474
44 C -2.101 -2.818 0.355  -0.413
45 C -1.841 3.151 -0.312  1.060
46 C -5.408 -0.541 -1.543  -1.055
47 C -0.990 -2.149 -2.265  0.668
48 C 0.249 -2.791 -2.310  -0.185
49 C -3.139 -4.861 1.941  -1.032
50 C -2.559 -3.994 -0.215  0.192
51 C -2.007 3.029 -3.950  -1.816
52 C -0.356 1.170 -3.811  -1.352
53 C 3.163 3.704 2.870  -1.464
54 C -3.077 -5.013 0.566  -0.929
55 C -4.262 -1.156 -1.077  -0.236
56 C 2.219 4.524 0.279  -0.553
57 C 1.591 -4.762 -0.575  0.534
58 C 0.760 -3.247 -3.520  -0.449
59 H -6.229 1.220 -2.460  0.337
60 H -0.090 -5.069 0.758  0.008
61 H 4.053 2.324 -3.503  0.567
62 H -3.546 -2.278 4.887  0.249
63 H -3.093 4.854 0.072  0.472
64 H -1.787 -2.345 -5.559  0.380
65 H -4.946 0.060 3.440  0.503
66 H -0.748 -2.853 4.862  0.164
67 H 3.780 -2.976 -2.375  0.309
68 H -4.314 -2.171 -0.709  0.375
69 H -2.570 0.442 3.904  0.373
70 H 0.676 -1.640 2.442  -2.030
71 H -2.518 -4.102 -1.291  0.468
72 H -3.531 -5.659 2.560  0.387
73 H 1.514 -5.603 -2.562  0.368
74 H -0.924 3.762 -0.333  0.264
75 H -1.500 3.386 -4.849  0.453
76 H -0.293 -3.697 3.376  0.289
77 H -2.786 2.338 -4.263  0.325
78 H -2.678 -1.521 -3.411  0.329
79 H -0.013 4.019 3.565  0.416
80 H 4.204 -1.291 -2.077  0.261
81 H -3.444 -5.921 0.103  0.404
82 H -2.768 -3.579 3.598  0.274
83 H 2.986 -2.516 1.244  0.273
84 H 5.402 2.766 -1.309  0.469
85 H 0.971 5.429 3.169  0.521
86 H -4.593 -1.518 2.722  0.309
87 H 1.433 -0.576 4.517  0.499
88 H 0.390 0.553 3.641  0.180
89 H -1.077 2.169 1.468  -0.195
90 H 2.645 7.830 -0.387  0.395
91 H 4.140 -3.224 0.104  0.380
92 H -1.115 0.421 -4.036  0.363
93 H 3.117 -4.983 -2.115  0.296
94 H -0.233 -0.322 5.049  0.308
95 H -4.038 -0.060 1.919  0.142
96 H -4.087 2.403 -2.485  0.560
97 H -2.341 3.374 1.788  0.589
98 H 2.306 -4.749 0.259  0.506
99 H -0.393 4.964 2.121  0.387
100 H 5.055 1.967 0.243  0.266
101 H -2.968 4.469 -1.637  0.335
102 H 1.730 -3.716 -3.583  0.459
103 H 2.253 -0.962 -0.660  -4.491
104 H -2.767 1.801 1.095  0.316
105 H 3.838 4.442 -2.691  0.322
106 H -0.395 -5.541 -0.908  0.239
107 H 1.709 6.336 1.308  0.268
108 H -2.168 -1.396 5.568  0.288
109 H 3.029 3.208 3.833  0.464
110 H 2.956 0.943 -3.426  0.309
111 H 0.441 -3.417 -5.635  0.398
112 H 2.291 2.566 -3.591  0.378
113 H 0.411 0.687 -3.201  -0.099
114 H 3.282 4.779 3.034  0.523
115 H 4.064 3.310 2.407  0.256
116 H -2.463 3.889 -3.469  0.335
117 H -6.356 -1.066 -1.518  0.389
118 H 0.089 1.502 -4.752  0.561
119 H 0.951 -3.047 4.443  0.538
120 H -3.782 -0.697 5.611  0.484
121 H 5.250 0.992 -1.213  0.357
122 H -0.180 3.070 -2.821  0.139
123 H 2.526 -6.491 -1.428  0.494
124 H -3.965 3.467 -0.567  0.341
125 H 0.607 -6.573 0.120  0.539
126 H 3.732 6.879 -2.402  0.390
127 H 2.728 -1.682 -2.969  0.363
128 H 4.229 -1.505 0.520  0.431

***

Record 2
A single C7H4 molecule. Source: the OMol25 dataset; level of theory: ωB97M-V/def2-TZVPD.

Summary:
HOMO	-8.68	eV
lowest unoccupied orbital energy	0.0289	Ha
energy relative to the best compared isomer or geometry (same formula, charge and spin)	272.12	kJ/mol

Last column: Mulliken charge in e.
Geometry (Å):
1 C -0.699 -0.981 -0.110  0.417
2 C -2.022 -0.517 -0.040  -1.124
3 C -1.180 0.560 0.017  0.470
4 C -0.436 1.707 0.014  -0.228
5 C 0.626 -1.643 0.069  -0.150
6 C 0.513 -0.196 -0.125  0.380
7 C 0.861 1.127 -0.039  -1.098
8 H 0.742 -2.211 0.960  0.265
9 H -0.931 2.620 0.167  0.454
10 H 1.709 1.718 -0.046  0.445
11 H 0.818 -2.183 -0.866  0.168

***

Record 3
A molecular structure, C2H5N. Source: the OMol25 dataset; level of theory: ωB97M-V/def2-TZVPD.

Summary:
HOMO	-7.72	eV
lowest unoccupied orbital energy	0.0236	Ha
energy relative to the best compared isomer or geometry (same formula, charge and spin)	344.65	kJ/mol

Last column: Mulliken charge in e.
Geometry (Å):
1 N 1.190 0.289 -0.387  -0.707
2 C -1.231 0.032 0.116  -0.724
3 C 0.160 -0.328 0.174  0.013
4 H -0.734 -0.676 -0.772  0.213
5 H 1.771 0.805 0.298  0.222
6 H -1.899 -0.244 0.907  0.281
7 H -1.395 1.051 -0.302  0.307
8 H 0.355 -1.176 0.837  0.396

***

Record 4
A molecular structure, C34H38N6O6P2V. Source: the OMol25 dataset; level of theory: ωB97M-V/def2-TZVPD.

Summary:
HOMO (spin up / spin down)	-8.32 / -8.36	eV
lowest unoccupied orbital energy (spin up / spin down)	-0.0408 / -0.0407	Ha
energy relative to the best compared isomer or geometry (same formula, charge and spin)	0.00	kJ/mol
multiplicity	4

Last column: Mulliken charge in e.
Geometry (Å):
1 V 0.542 -0.493 2.245  0.474
2 P 1.701 -0.842 -2.828  0.461
3 P -2.017 -0.061 -2.723  0.119
4 O -1.204 -3.697 8.380  -0.580
5 O -1.108 -2.729 10.347  -0.579
6 O 0.790 0.631 4.672  -0.641
7 O -0.574 -1.129 4.196  -0.803
8 O -0.640 3.308 8.652  -0.587
9 O -0.696 2.159 10.516  -0.580
10 N -2.167 1.557 -3.395  0.478
11 N -3.477 -0.709 -3.478  0.324
12 N -0.728 2.227 9.269  0.965
13 N 3.056 0.198 -3.179  0.531
14 N -1.132 -2.678 9.101  0.961
15 N 2.151 -2.180 -3.883  0.440
16 C -1.846 3.375 -4.708  -0.694
17 C 2.862 -4.261 -4.417  -0.612
18 C 1.759 1.080 1.203  -0.460
19 C -0.845 -0.695 -3.989  -1.651
20 C -1.053 -1.396 8.448  -0.276
21 C 2.561 -3.560 -5.633  -0.655
22 C 3.315 0.969 -4.316  -0.205
23 C -0.931 -1.373 7.043  -0.399
24 C 4.194 0.231 -2.362  -0.480
25 C -1.014 0.590 0.196  -0.176
26 C 2.137 -2.284 -5.277  -0.241
27 C -4.269 -0.193 -4.512  -0.290
28 C -0.084 2.590 2.310  -1.005
29 C 0.536 -0.022 -3.974  -1.504
30 C -0.862 1.002 8.517  -0.290
31 C 0.123 -0.341 -0.204  2.557
32 C -3.830 -2.059 -3.320  -0.408
33 C -1.381 0.499 1.641  -1.173
34 C -2.099 3.819 -3.371  -0.818
35 C 4.590 1.503 -4.207  -0.652
36 C 1.080 2.409 1.274  -1.057
37 C -0.102 -0.219 4.971  0.886
38 C -5.124 -1.186 -4.966  -0.607
39 C -0.730 1.040 7.111  -0.320
40 C 5.146 1.030 -2.978  -0.635
41 C 2.600 -3.400 -3.361  -0.513
42 C -2.300 2.697 -2.584  -0.539
43 C -0.966 1.435 2.571  -0.086
44 C -1.895 1.990 -4.702  -0.498
45 C -4.844 -2.369 -4.207  -0.618
46 C 1.457 0.007 0.347  -0.442
47 C 2.255 -1.588 2.877  -1.189
48 C -0.631 -0.169 6.403  0.099
49 C -1.015 -0.214 9.193  -0.294
50 H 2.272 -0.663 0.051  0.986
51 H 6.127 1.252 -2.594  0.437
52 H -1.112 -0.234 10.272  0.571
53 H -0.691 3.448 1.976  0.389
54 H -1.571 1.527 3.473  0.568
55 H -0.160 -1.398 -0.033  0.366
56 H 3.033 -1.766 2.112  0.274
57 H 5.063 2.155 -4.925  0.439
58 H 0.362 2.897 3.271  0.448
59 H 2.667 -3.521 -2.291  0.376
60 H 2.564 1.093 -5.080  0.339
61 H 2.651 -0.922 3.674  0.296
62 H -1.044 -2.281 6.454  0.625
63 H -1.300 -0.575 -4.983  0.517
64 H -2.077 -0.307 1.944  0.442
65 H 0.765 2.791 0.285  0.304
66 H -0.789 1.621 -0.116  -0.038
67 H 1.853 3.131 1.595  0.478
68 H -5.330 -3.329 -4.307  0.422
69 H 2.753 1.038 1.674  0.477
70 H -0.692 1.993 6.584  0.538
71 H 3.227 -5.271 -4.334  0.426
72 H 0.203 -0.253 -1.308  -2.826
73 H -5.859 -1.077 -5.750  0.435
74 H 4.184 -0.298 -1.421  0.402
75 H -1.716 1.287 -5.503  0.495
76 H -1.913 0.309 -0.388  0.607
77 H 0.933 -0.046 -4.999  0.630
78 H 0.475 1.037 -3.675  0.654
79 H -1.654 3.990 -5.575  0.472
80 H 2.643 -3.939 -6.640  0.439
81 H 1.806 -1.462 -5.892  0.378
82 H -2.127 4.843 -3.034  0.436
83 H -3.310 -2.666 -2.596  0.362
84 H -0.783 -1.776 -3.799  0.722
85 H -2.528 2.587 -1.533  0.657
86 H -4.156 0.829 -4.833  0.388
87 H 1.936 -2.543 3.337  0.332

***

Record 5
A molecular structure, C26H49I3NO3. Source: the OMol25 dataset; level of theory: ωB97M-V/def2-TZVPD.

Summary:
charge	-1
HOMO	-4.99	eV
lowest unoccupied orbital energy	0.0831	Ha

Last column: Mulliken charge in e.
Geometry (Å):
1 I 2.948 2.151 3.839  -0.080
2 I 0.399 5.598 2.883  -0.005
3 I 6.430 2.041 3.448  0.061
4 O 2.034 3.960 -2.173  -0.692
5 O 0.104 -0.891 -4.146  -0.415
6 O 3.762 4.743 -0.895  -0.669
7 N 3.531 2.584 0.803  0.932
8 C 3.848 3.190 1.980  -1.055
9 C 2.387 2.998 -0.021  1.678
10 C 0.142 1.473 -4.212  -0.266
11 C 0.230 -1.179 0.103  -0.258
12 C 1.152 5.062 0.905  -0.266
13 C 2.912 0.151 0.769  -0.408
14 C 6.128 3.752 0.948  -0.932
15 C 2.610 -0.584 -0.533  -0.089
16 C -5.514 -5.254 1.665  -0.452
17 C -5.458 -2.837 0.834  -0.775
18 C -4.342 -2.956 -0.222  -0.834
19 C 1.557 -1.681 -0.460  -1.105
20 C 5.352 3.467 2.240  -0.626
21 C -2.246 -1.661 0.533  -0.581
22 C -3.480 -1.698 -0.380  -0.790
23 C -4.403 -6.144 3.781  -1.142
24 C 1.349 -0.496 -4.723  -0.288
25 C -5.304 -3.785 2.022  -0.541
26 C -0.938 -2.126 -0.131  -0.787
27 C -5.632 -6.177 2.875  -0.521
28 C 1.154 0.931 -5.221  -0.694
29 C -0.742 0.251 -3.987  -0.206
30 C 2.774 4.030 -1.138  -0.302
31 C 3.988 1.234 0.538  -0.738
32 C 0.346 5.798 -0.156  -1.200
33 C 1.168 3.531 0.755  -0.870
34 H -0.416 2.336 -4.572  0.398
35 H -6.427 -5.335 1.064  0.287
36 H 1.101 3.039 1.725  0.403
37 H -4.420 -6.959 4.507  0.361
38 H 2.128 -0.538 -3.953  0.120
39 H 0.003 -0.193 -0.324  0.180
40 H -3.487 -6.239 3.190  0.292
41 H 2.072 2.105 -0.561  -1.368
42 H 2.084 1.496 -5.246  0.369
43 H -5.485 -1.808 1.203  0.421
44 H -0.002 6.768 0.195  0.436
45 H -4.686 -5.604 1.038  0.286
46 H 3.549 -0.999 -0.918  0.325
47 H 2.009 0.636 1.145  0.058
48 H -6.519 -5.890 3.451  0.304
49 H 0.356 -1.018 1.181  0.323
50 H -2.442 -2.284 1.412  0.232
51 H -6.434 -3.024 0.373  0.387
52 H -4.337 -5.208 4.339  0.290
53 H 0.725 0.925 -6.227  0.281
54 H 3.235 -0.555 1.539  0.658
55 H -6.026 -3.514 2.802  0.408
56 H 6.134 4.827 0.766  0.282
57 H -0.651 -3.114 0.246  0.351
58 H 5.377 4.350 2.876  0.665
59 H 3.335 4.143 2.063  0.533
60 H -4.771 -3.229 -1.188  0.430
61 H -3.155 -1.611 -1.421  0.286
62 H -4.101 -0.820 -0.176  0.467
63 H 0.648 1.763 -3.289  -0.012
64 H 1.397 -2.034 -1.485  0.330
65 H 0.974 5.934 -1.039  0.302
66 H 2.168 5.450 0.918  0.412
67 H -1.097 -2.238 -1.209  0.323
68 H 2.272 0.149 -1.276  0.033
69 H -5.794 -7.200 2.525  0.328
70 H 4.884 1.032 1.127  -0.037
71 H 0.275 3.250 0.191  0.350
72 H -1.183 0.223 -2.989  0.116
73 H -4.305 -3.642 2.451  0.119
74 H -3.680 -3.783 0.067  0.314
75 H 1.899 -2.521 0.154  0.382
76 H -0.522 5.205 -0.455  0.303
77 H -2.103 -0.640 0.901  0.474
78 H 4.299 1.198 -0.515  0.500
79 H 5.649 3.286 0.091  0.240
80 H 1.608 -1.201 -5.515  0.335
81 H 7.161 3.418 1.021  0.376
82 H -1.549 0.192 -4.726  0.268

***

Record 6
2 unconnected molecules or ions with the total composition C2H9N2. Source: the OMol25 dataset; level of theory: ωB97M-V/def2-TZVPD.

Summary:
charge	+2
HOMO (spin up / spin down)	-21.14 / -22.42	eV
lowest unoccupied orbital energy (spin up / spin down)	-0.3613 / -0.4815	Ha
energy relative to the best compared isomer or geometry (same formula, charge and spin)	126.55	kJ/mol
multiplicity	2

Last column: Mulliken charge in e.
Geometry (Å):
1 N -1.483 -1.290 -0.405  -0.416
2 N 1.069 -0.291 -0.306  -0.620
3 C 0.760 1.030 -0.119  0.263
4 C 0.566 1.506 1.101  -0.464
5 H 1.546 -0.387 -1.298  0.371
6 H -0.498 -0.999 -0.518  0.316
7 H 0.924 0.911 1.960  0.316
8 H -0.106 2.432 1.284  0.356
9 H -1.952 -0.734 0.282  0.380
10 H -2.206 -1.093 -1.128  0.407
11 H -1.568 -2.271 -0.231  0.410
12 H 1.115 1.661 -0.970  0.350
13 H 1.834 -0.476 0.347  0.330

***

no.,strongest force on any atom (eV Å⁻¹),E (Ha)
1,2.05,-7840.50538
2,3.56,-268.83679
3,5.07,-133.80216
4,3.81,-3724.76102
5,1.50,-2193.70620
6,5.28,-190.31772